A cluster of 3 separate species, C15H35FN2O9S in total at a distorted geometry. Source: the Open Molecules 2025 dataset; level of theory: ωB97M-V/def2-TZVPD.

**SMILES**: CCOC(=O)OS(=O)(=O)F.COCCNCCOC.COCCNCCOC
**Molar mass**: 438.5 Da
**HOMO-LUMO gap**: 8.85 eV
**Total energy**: -51078.7935 eV

Element x y z (Å)
C -3.491 1.057 1.512
C -3.132 -0.373 1.962
O -2.312 -1.097 1.022
C -1.171 -0.469 0.743
O -0.927 -0.043 -0.346
O -0.226 -0.402 1.791
S 0.049 1.056 2.403
O 1.437 1.210 2.541
O -0.702 1.165 3.588
F -0.439 2.082 1.375
H -3.083 1.320 0.542
H -4.569 1.154 1.457
H -3.158 1.770 2.260
H -2.641 -0.306 2.930
H -4.056 -0.912 2.098
C 6.132 1.977 0.787
O 5.809 2.069 2.160
C 4.600 1.406 2.523
C 4.878 0.149 3.323
N 5.466 -0.898 2.495
C 6.033 -2.020 3.241
C 7.150 -1.748 4.246
O 8.384 -1.357 3.673
C 8.478 0.008 3.313
H 6.935 2.685 0.589
H 6.489 0.976 0.520
H 5.276 2.237 0.159
H 3.976 1.196 1.652
H 4.049 2.100 3.162
H 3.937 -0.218 3.744
H 5.538 0.432 4.153
H 6.198 -0.495 1.927
H 6.422 -2.722 2.499
H 5.215 -2.532 3.760
H 7.356 -2.694 4.754
H 6.851 -1.044 5.031
H 7.937 0.656 4.006
H 8.125 0.170 2.291
H 9.533 0.284 3.337
C -4.457 -1.635 -1.475
O -4.984 -0.337 -1.693
C -4.040 0.600 -2.201
C -4.317 0.936 -3.653
N -4.014 -0.188 -4.531
C -4.529 -0.055 -5.894
C -6.033 0.111 -6.100
O -6.805 -1.037 -5.799
C -7.091 -1.230 -4.426
H -5.190 -2.198 -0.897
H -4.293 -2.164 -2.419
H -3.526 -1.597 -0.912
H -3.013 0.253 -2.059
H -4.163 1.515 -1.614
H -3.699 1.790 -3.945
H -5.371 1.236 -3.721
H -4.399 -1.031 -4.130
H -4.220 -0.953 -6.433
H -4.018 0.789 -6.370
H -6.188 0.289 -7.167
H -6.437 0.991 -5.587
H -7.239 -0.285 -3.899
H -6.306 -1.816 -3.940
H -8.012 -1.809 -4.359

Atomic partial charges in e from the Mulliken method, atoms 1 to 5: atom 1 (C): -0.8516, atom 2 (C): -0.4779, atom 3 (O): -0.2696, atom 4 (C): 0.4860, atom 5 (O): -0.3898

***

A cluster of 3 separate species, C15H35INO3 in total at a distorted geometry. Source: the Open Molecules 2025 dataset; level of theory: ωB97M-V/def2-TZVPD.

**Charge**: +1
**Molar mass**: 404.4 Da
**HOMO-LUMO gap**: 5.71 eV
**Total energy**: -31837.7420 eV

Element x y z (Å)
C 5.129 2.188 0.621
C 5.178 2.781 -0.909
C 3.939 3.800 -1.288
C 3.615 4.934 -0.148
N 2.126 5.033 0.221
I 1.734 6.850 1.126
C 1.614 3.824 0.971
C 0.159 3.316 0.067
C -0.097 1.607 0.050
O 0.422 2.506 -1.232
H 6.023 1.404 0.729
H 5.344 3.023 1.433
H 4.150 1.576 0.874
H 6.242 3.289 -1.065
H 5.158 1.832 -1.630
H 2.983 3.130 -1.527
H 4.230 4.293 -2.336
H 4.232 4.831 0.844
H 3.879 5.998 -0.620
H 1.618 5.040 -0.714
H 1.254 4.029 2.065
H 2.366 2.935 0.852
H -0.851 4.058 0.151
H 0.502 0.798 -0.509
H 0.664 1.578 0.973
C 0.255 -4.068 3.599
C 0.453 -2.560 3.593
O 0.581 -2.010 2.284
C -0.526 -2.198 1.406
C -1.818 -1.590 1.923
H 1.088 -4.566 3.087
H 0.198 -4.441 4.626
H -0.664 -4.360 3.086
H 1.382 -2.327 4.124
H -0.349 -2.055 4.139
H -0.652 -3.262 1.180
H -0.262 -1.713 0.459
H -2.136 -2.043 2.865
H -2.623 -1.731 1.195
H -1.692 -0.517 2.102
C -3.465 -1.359 -2.540
C -3.029 -2.815 -2.505
O -3.796 -3.616 -1.609
C -5.194 -3.699 -1.872
C -5.519 -4.282 -3.237
H -3.410 -0.918 -1.538
H -2.822 -0.784 -3.215
H -4.495 -1.251 -2.887
H -1.991 -2.861 -2.157
H -3.037 -3.254 -3.507
H -5.662 -2.718 -1.739
H -5.621 -4.351 -1.100
H -5.123 -3.667 -4.049
H -6.602 -4.358 -3.371
H -5.082 -5.281 -3.341

Atomic partial charges in e from the Mulliken method, atoms 1 to 5: atom 1 (C): -0.8455, atom 2 (C): -0.4843, atom 3 (C): -0.2481, atom 4 (C): -0.6840, atom 5 (N): -0.4494

***

A structure of composition C15H35InN6O8 at a distorted geometry. Source: the Open Molecules 2025 dataset; level of theory: ωB97M-V/def2-TZVPD.

**Charge**: +2
**Molar mass**: 542.3 Da
**HOMO-LUMO gap**: 1.86 eV
**Total energy**: -46593.1503 eV

Element x y z (Å)
In -0.107 -1.773 3.405
N -0.319 0.252 0.463
O -0.393 -0.968 0.559
O -0.256 0.904 1.519
O -0.281 0.833 -0.633
C 0.206 -5.736 0.592
C 0.942 -4.493 0.498
O 0.971 -3.627 1.461
N 1.553 -4.258 -0.638
C 2.133 -2.980 -0.958
H -0.157 -6.036 -0.391
H -0.688 -5.575 1.194
H 0.789 -6.510 1.091
H 1.616 -4.849 -1.455
H 2.481 -3.014 -1.990
H 3.024 -2.827 -0.348
H 1.478 -2.123 -0.808
C -3.385 -2.221 -0.198
C -3.162 -3.403 0.749
O -2.138 -3.319 1.450
N -3.886 -4.434 0.698
C -3.730 -5.677 1.510
H -2.593 -1.487 -0.054
H -4.409 -1.877 -0.051
H -3.307 -2.508 -1.247
H -4.631 -4.473 0.017
H -3.205 -6.429 0.922
H -4.671 -6.168 1.756
H -3.159 -5.605 2.436
C 1.168 4.417 1.409
C 2.438 5.278 1.581
O 2.885 5.501 2.685
N 3.028 5.829 0.458
C 4.188 6.596 0.596
H 0.363 4.527 2.136
H 1.396 3.376 1.184
H 0.814 4.736 0.429
H 2.620 5.545 -0.422
H 5.109 6.158 0.212
H 4.442 6.791 1.638
H 4.225 7.503 -0.006
C -5.996 2.966 -3.661
C -4.890 2.542 -2.771
O -5.050 1.923 -1.726
N -3.639 2.780 -3.187
C -2.431 2.396 -2.392
H -6.409 3.892 -3.262
H -6.804 2.238 -3.602
H -5.616 3.219 -4.651
H -3.394 3.311 -4.010
H -1.586 2.786 -2.960
H -2.407 1.327 -2.181
H -2.489 3.053 -1.524
C 4.720 -0.751 2.055
C 3.306 -0.526 1.485
O 2.420 -1.238 1.877
N 2.979 0.422 0.604
C 3.968 1.251 0.064
H 4.764 -1.163 3.063
H 5.296 0.164 1.920
H 5.111 -1.550 1.424
H 2.067 0.534 0.186
H 4.738 0.752 -0.525
H 4.412 1.777 0.908
H 3.538 2.014 -0.585

Atomic partial charges in e from the Mulliken method, atoms 1 to 5: atom 1 (In): 1.0219, atom 2 (N): 0.9577, atom 3 (O): -0.2380, atom 4 (O): -0.4875, atom 5 (O): -0.5599

***

A cluster of 5 separate species, C15H35N5O5 in total at a distorted geometry. Source: the Open Molecules 2025 dataset; level of theory: ωB97M-V/def2-TZVPD.

**Energy above the lowest of the compared OMol25 structures with the same formula, charge and spin**: 4.361 eV
**SMILES**: CN(C)C=O.CN(C)C=O.CN(C)C=O.CN(C)C=O.CN(C)C=O
**Molar mass**: 365.5 Da
**HOMO-LUMO gap**: 9.50 eV
**Total energy**: -33808.5423 eV

Element x y z (Å)
C 0.335 -1.738 1.438
N -0.154 -1.270 0.164
C 0.366 -0.098 -0.561
C -1.206 -2.031 -0.295
O -1.794 -1.742 -1.310
H 1.298 -2.245 1.387
H -0.451 -2.220 2.018
H 0.702 -0.872 1.988
H -0.437 0.581 -0.847
H 1.153 0.483 -0.082
H 0.726 -0.396 -1.546
H -1.389 -2.965 0.258
C 0.358 -0.577 4.918
N -0.056 0.616 4.312
C -1.418 0.665 3.747
C 0.760 1.622 4.118
O 0.497 2.656 3.423
H 0.401 -1.445 4.261
H -0.361 -0.834 5.695
H 1.382 -0.545 5.290
H -1.670 1.580 3.212
H -1.552 -0.171 3.061
H -2.160 0.530 4.534
H 1.620 1.569 4.804
C 1.755 4.465 -3.259
N 1.758 3.074 -2.952
C 2.532 2.539 -1.785
C 0.999 2.228 -3.741
O 0.946 0.965 -3.646
H 1.083 4.672 -4.092
H 2.777 4.830 -3.359
H 1.195 5.137 -2.608
H 2.265 1.503 -1.577
H 3.612 2.595 -1.925
H 2.153 3.069 -0.911
H 0.480 2.803 -4.524
C 2.647 -5.404 -2.501
N 3.014 -4.204 -1.775
C 2.574 -2.943 -2.297
C 3.979 -4.147 -0.804
O 4.376 -3.037 -0.265
H 2.836 -5.501 -3.570
H 1.567 -5.546 -2.479
H 3.030 -6.301 -2.014
H 2.776 -2.094 -1.644
H 2.945 -2.746 -3.303
H 1.489 -2.908 -2.194
H 4.382 -5.146 -0.574
C -3.926 0.603 -0.097
N -4.736 1.790 0.198
C -4.467 2.363 1.551
C -5.345 2.470 -0.836
O -5.789 3.604 -0.714
H -4.122 0.191 -1.087
H -4.225 -0.094 0.686
H -2.883 0.846 0.107
H -4.856 1.644 2.272
H -3.400 2.419 1.767
H -5.024 3.290 1.688
H -5.346 1.815 -1.721

Atomic partial charges in e from the Mulliken method, atoms 1 to 5: atom 1 (C): -1.2385, atom 2 (N): 0.7206, atom 3 (C): -1.1152, atom 4 (C): -0.2831, atom 5 (O): -0.5674

***

Copy entry 4 word for word.
A cluster of 5 separate species, C15H35N5O5 in total at a distorted geometry. Source: the Open Molecules 2025 dataset; level of theory: ωB97M-V/def2-TZVPD.

**Energy above the lowest of the compared OMol25 structures with the same formula, charge and spin**: 4.361 eV
**SMILES**: CN(C)C=O.CN(C)C=O.CN(C)C=O.CN(C)C=O.CN(C)C=O
**Molar mass**: 365.5 Da
**HOMO-LUMO gap**: 9.50 eV
**Total energy**: -33808.5423 eV

Element x y z (Å)
C 0.335 -1.738 1.438
N -0.154 -1.270 0.164
C 0.366 -0.098 -0.561
C -1.206 -2.031 -0.295
O -1.794 -1.742 -1.310
H 1.298 -2.245 1.387
H -0.451 -2.220 2.018
H 0.702 -0.872 1.988
H -0.437 0.581 -0.847
H 1.153 0.483 -0.082
H 0.726 -0.396 -1.546
H -1.389 -2.965 0.258
C 0.358 -0.577 4.918
N -0.056 0.616 4.312
C -1.418 0.665 3.747
C 0.760 1.622 4.118
O 0.497 2.656 3.423
H 0.401 -1.445 4.261
H -0.361 -0.834 5.695
H 1.382 -0.545 5.290
H -1.670 1.580 3.212
H -1.552 -0.171 3.061
H -2.160 0.530 4.534
H 1.620 1.569 4.804
C 1.755 4.465 -3.259
N 1.758 3.074 -2.952
C 2.532 2.539 -1.785
C 0.999 2.228 -3.741
O 0.946 0.965 -3.646
H 1.083 4.672 -4.092
H 2.777 4.830 -3.359
H 1.195 5.137 -2.608
H 2.265 1.503 -1.577
H 3.612 2.595 -1.925
H 2.153 3.069 -0.911
H 0.480 2.803 -4.524
C 2.647 -5.404 -2.501
N 3.014 -4.204 -1.775
C 2.574 -2.943 -2.297
C 3.979 -4.147 -0.804
O 4.376 -3.037 -0.265
H 2.836 -5.501 -3.570
H 1.567 -5.546 -2.479
H 3.030 -6.301 -2.014
H 2.776 -2.094 -1.644
H 2.945 -2.746 -3.303
H 1.489 -2.908 -2.194
H 4.382 -5.146 -0.574
C -3.926 0.603 -0.097
N -4.736 1.790 0.198
C -4.467 2.363 1.551
C -5.345 2.470 -0.836
O -5.789 3.604 -0.714
H -4.122 0.191 -1.087
H -4.225 -0.094 0.686
H -2.883 0.846 0.107
H -4.856 1.644 2.272
H -3.400 2.419 1.767
H -5.024 3.290 1.688
H -5.346 1.815 -1.721

Atomic partial charges in e from the Mulliken method, atoms 1 to 5: atom 1 (C): -1.2385, atom 2 (N): 0.7206, atom 3 (C): -1.1152, atom 4 (C): -0.2831, atom 5 (O): -0.5674

***

> total energy of number 1 (C15H35FN2O9S)?

-51078.7935 eV

***

> Number 1 is which compound?

C15H35FN2O9S